# 1
Here is a cluster of 8 separate species, C26H48O18S3 in total from the OMol25 dataset. Energies are from the ωB97M-V functional and the def2-TZVPD basis.

Geometry (Å):
C1 -6.19 -3.31 -8.81
C2 -4.76 -4.04 -8.84
C3 -3.66 -3.15 -9.48
O1 -2.52 -3.44 -8.73
C4 -2.91 -3.87 -7.54
O2 -2.07 -4.00 -6.62
O3 -4.23 -4.03 -7.54
H1 -6.44 -3.25 -9.87
H2 -6.09 -2.35 -8.31
H3 -6.79 -3.89 -8.11
H4 -4.71 -5.03 -9.30
H5 -4.05 -2.13 -9.45
H6 -3.42 -3.32 -10.52
C5 5.01 -6.93 -4.63
C6 6.39 -7.01 -5.36
C7 6.50 -8.10 -6.41
O4 6.51 -7.44 -7.62
C8 6.73 -6.11 -7.40
O5 6.90 -5.35 -8.27
O6 6.50 -5.83 -6.13
H7 4.94 -6.18 -3.84
H8 4.69 -7.92 -4.29
H9 4.22 -6.59 -5.30
H10 7.20 -7.12 -4.63
H11 5.67 -8.81 -6.38
H12 7.43 -8.62 -6.15
C9 7.51 -0.36 0.68
C10 7.72 -1.69 -0.05
C11 9.06 -2.27 -0.07
O7 8.70 -3.69 0.06
C12 7.53 -3.72 0.69
O8 7.06 -4.71 1.19
O9 6.94 -2.58 0.74
H13 7.45 -0.37 1.77
H14 6.72 0.39 0.55
H15 8.39 0.24 0.46
H16 7.26 -1.81 -1.03
H17 9.77 -1.97 0.70
H18 9.50 -2.27 -1.06
C13 -3.49 9.02 9.37
C14 -3.37 8.67 7.88
C15 -4.26 7.46 7.56
O10 -5.26 7.98 6.70
C16 -5.13 9.35 6.52
O11 -5.96 10.12 6.02
O12 -4.07 9.73 7.12
H19 -3.43 10.10 9.48
H20 -2.87 8.57 10.15
H21 -4.52 8.78 9.68
H22 -2.41 8.63 7.36
H23 -4.90 7.25 8.41
H24 -3.62 6.65 7.20
C17 0.14 -2.43 0.63
C18 0.37 -0.96 0.48
C19 -0.81 -0.20 -0.01
O13 -1.01 0.83 0.80
C20 -0.19 0.77 1.82
O14 -0.21 1.48 2.82
O15 0.58 -0.31 1.75
H25 -0.02 -2.88 -0.35
H26 -0.89 -2.67 0.91
H27 0.90 -2.71 1.36
H28 1.27 -0.66 -0.05
H29 -1.78 -0.71 0.01
H30 -0.56 0.18 -1.00
C21 -7.51 -2.94 4.33
S1 -5.90 -2.37 3.67
O16 -6.12 -1.09 2.93
C22 -5.11 -1.83 5.25
H31 -7.93 -1.98 4.61
H32 -7.37 -3.72 5.08
H33 -8.02 -3.29 3.43
H34 -4.03 -1.75 5.24
H35 -5.30 -2.50 6.09
H36 -5.42 -0.85 5.62
C23 3.19 4.56 7.47
S2 4.80 3.80 7.72
O17 5.05 3.43 9.16
C24 4.55 2.35 6.64
H37 3.17 5.47 8.07
H38 2.37 3.91 7.78
H39 3.04 4.80 6.41
H40 3.96 1.65 7.22
H41 5.57 1.97 6.53
H42 4.05 2.66 5.72
C25 -4.78 3.50 -5.17
S3 -4.64 5.24 -5.55
O18 -5.96 5.83 -6.04
C26 -4.07 5.88 -3.90
H43 -3.88 3.16 -4.65
H44 -4.84 3.04 -6.15
H45 -5.74 3.45 -4.65
H46 -4.35 6.93 -3.84
H47 -3.01 5.79 -3.66
H48 -4.73 5.48 -3.13

Results
Total charge ... 0
Spin multiplicity ... 1
Frontier orbital gap ... 8.7995 eV
M ... 744.85 Da
HOMO energy ... -0.318 Eh
Energy above the lowest of the compared OMol25 structures with the same formula, charge and spin ... 6.518 eV
Lowest unoccupied orbital energy ... 0.1 eV
Total energy ... -3568.15893 a.u.

---

# 2
Here is a structure of composition C14H21N2O2PPtS2 from the OMol25 dataset. Energies are from the ωB97M-V functional and the def2-TZVPD basis.

Geometry (Å):
Pt1 0.38 0.16 0.42
C1 5.15 2.08 -1.79
C2 3.77 2.51 -1.36
O1 3.08 1.35 -0.79
P1 2.23 1.49 0.51
S1 0.67 2.69 0.25
S2 1.17 -1.67 1.42
O2 3.11 2.19 1.61
C3 4.27 1.55 2.23
C4 5.22 2.63 2.65
H1 5.62 2.88 -2.37
H2 5.09 1.18 -2.41
H3 5.79 1.86 -0.93
H4 3.17 2.85 -2.19
H5 3.82 3.31 -0.62
H6 4.74 0.86 1.52
H7 3.91 0.97 3.08
H8 5.55 3.22 1.79
H9 6.10 2.19 3.12
H10 4.74 3.31 3.36
C5 -1.22 0.52 1.72
C6 -2.06 0.46 0.52
C7 -2.62 -0.76 0.12
C8 -3.57 -0.80 -0.89
C9 -3.96 0.37 -1.51
C10 -3.38 1.60 -1.15
C11 -2.43 1.64 -0.15
H11 -1.26 -0.33 2.40
H12 -1.09 1.47 2.21
H13 -2.32 -1.67 0.63
H14 -4.02 -1.74 -1.18
H15 -4.72 0.35 -2.28
H16 -3.69 2.51 -1.65
H17 -1.99 2.58 0.14
N1 1.55 0.08 -3.76
C12 2.43 -0.88 -3.31
C13 2.06 -1.14 -2.03
N2 0.96 -0.37 -1.71
C14 0.69 0.36 -2.77
H18 1.53 0.48 -4.69
H19 3.21 -1.28 -3.92
H20 2.49 -1.83 -1.33
H21 -0.13 1.06 -2.86

Results
Total charge ... +1
⟨S²⟩ ... 0.76
Spin multiplicity ... 2
Frontier orbital gap (spin up / spin down) ... 6.3137 / 5.9882 eV
M ... 539.52 Da
HOMO energy (spin up / spin down) ... -0.411 / -0.399 Eh
Energy above the lowest of the compared OMol25 structures with the same formula, charge and spin ... 2.160 eV
Lowest unoccupied orbital energy (spin up / spin down) ... -4.9 / -4.9 eV
Total energy ... -2062.89814 a.u.

---

# 3
Here is a structure of composition C20H14BrIN2O3Se3SrTe from the OMol25 dataset. Energies are from the ωB97M-V functional and the def2-TZVPD basis.

Geometry (Å):
Sr1 -0.64 1.31 -1.30
O1 1.90 -3.91 -0.90
C1 2.44 -3.28 0.15
C2 3.20 -4.04 1.05
C3 3.84 -3.42 2.12
C4 3.73 -2.05 2.32
C5 2.94 -1.31 1.45
C6 2.28 -1.90 0.37
C7 1.41 -1.01 -0.47
O2 1.05 0.11 0.01
N1 1.11 -1.52 -1.65
N2 0.34 -0.63 -2.45
C8 0.22 -0.98 -3.67
C9 -0.43 -0.20 -4.74
C10 -0.58 -0.83 -5.98
C11 -1.15 -0.19 -7.07
C12 -1.58 1.14 -6.89
C13 -1.43 1.80 -5.70
C14 -0.83 1.17 -4.57
O3 -0.67 1.80 -3.47
H1 1.58 -3.18 -1.53
H2 3.29 -5.10 0.86
H3 4.43 -4.03 2.80
H4 4.22 -1.57 3.16
H5 2.81 -0.25 1.59
H6 0.64 -1.95 -3.96
H7 -0.25 -1.86 -6.07
H8 -1.27 -0.70 -8.01
H9 -2.04 1.66 -7.72
H10 -1.76 2.82 -5.56
Se1 -0.96 3.67 0.56
Se2 -3.25 3.75 -0.10
Te1 -3.57 5.74 -1.70
Se3 -3.68 1.73 -1.30
Br1 1.26 -0.15 6.25
C15 -0.35 0.79 5.90
C16 -1.03 1.25 7.02
C17 -2.22 1.95 6.88
C18 -2.73 2.17 5.61
C19 -2.04 1.71 4.49
C20 -0.84 1.01 4.62
I1 0.07 0.46 2.86
H11 -0.62 1.06 8.00
H12 -2.75 2.31 7.75
H13 -3.65 2.72 5.47
H14 -2.43 1.91 3.50

Results
Total charge ... -2
Spin multiplicity ... 1
Frontier orbital gap ... 5.1047 eV
M ... 989.25 Da
HOMO energy ... -0.056 Eh
Energy above the lowest of the compared OMol25 structures with the same formula, charge and spin ... 0.000 eV
Lowest unoccupied orbital energy ... 3.6 eV
Total energy ... -11480.74662 a.u.

---

# 4
Here is a cluster of 3 separate species, C20H41BN3O4 in total from the OMol25 dataset. Energies are from the ωB97M-V functional and the def2-TZVPD basis.

Geometry (Å):
C1 -1.19 3.13 0.50
C2 -0.36 1.79 0.25
O1 -0.95 0.87 -0.71
B1 0.04 -0.11 -1.13
O2 0.08 -0.52 -2.51
N1 0.98 -0.69 -0.07
C3 2.31 -0.19 0.19
C4 3.26 -0.75 1.29
C5 2.70 -1.95 2.15
C6 3.54 -2.61 3.36
O3 4.78 -2.66 3.34
O4 2.85 -3.12 4.51
C7 1.26 -2.49 1.80
C8 0.45 -1.81 0.68
H1 -0.60 3.76 1.27
H2 -1.29 3.72 -0.48
H3 -2.22 2.89 0.97
H4 0.68 2.10 -0.17
H5 -0.12 1.28 1.27
H6 -0.74 -0.17 -2.97
H7 2.65 0.70 -0.46
H8 4.30 -0.30 1.49
H9 2.02 -2.58 4.66
H10 0.82 -3.36 2.39
H11 -0.60 -2.22 0.46
C9 -4.41 4.17 4.51
C10 -3.63 2.89 4.78
N2 -2.18 3.07 4.81
C11 -1.44 1.82 4.80
C12 -1.60 0.88 6.00
C13 -1.68 4.08 5.74
C14 -2.03 3.91 7.22
H12 -4.08 4.64 3.58
H13 -5.48 3.93 4.41
H14 -4.31 4.89 5.32
H15 -3.87 2.19 3.97
H16 -4.00 2.43 5.71
H17 -0.37 2.03 4.66
H18 -1.73 1.26 3.90
H19 -1.05 1.25 6.87
H20 -1.19 -0.10 5.76
H21 -2.65 0.74 6.28
H22 -2.06 5.06 5.42
H23 -0.60 4.17 5.64
H24 -3.07 3.63 7.39
H25 -1.86 4.86 7.75
H26 -1.39 3.17 7.70
C15 1.55 -2.97 -4.07
C16 0.72 -2.86 -5.35
N3 1.27 -1.94 -6.33
C17 0.34 -1.63 -7.42
C18 -0.08 -2.78 -8.34
C19 2.65 -2.19 -6.75
C20 2.97 -3.55 -7.36
H27 1.70 -1.99 -3.61
H28 1.03 -3.61 -3.35
H29 2.53 -3.42 -4.26
H30 -0.27 -2.50 -5.05
H31 0.57 -3.86 -5.76
H32 0.75 -0.82 -8.03
H33 -0.57 -1.21 -6.97
H34 0.72 -3.03 -9.04
H35 -0.94 -2.47 -8.94
H36 -0.37 -3.67 -7.79
H37 3.30 -2.04 -5.88
H38 2.96 -1.41 -7.45
H39 2.51 -4.38 -6.81
H40 4.05 -3.71 -7.34
H41 2.66 -3.61 -8.40

Results
Total charge ... +1
Spin multiplicity ... 1
Frontier orbital gap ... 4.2597 eV
M ... 398.38 Da
HOMO energy ... -0.366 Eh
Lowest unoccupied orbital energy ... -5.7 eV
Total energy ... -1276.40815 a.u.